(1)
The following is a quantum chemistry calculation of C5H10O2 in the gas phase, from the Open Molecules 2025 dataset.

Properties
HOMO = -8.63 eV
largest force on an atom = 0.95 eV/A
LUMO energy = 0.8596 eV
energy above the lowest of the compared OMol25 structures with the same formula, charge and spin = 4.485 eV
E = -346.86063 a.u.
gap between HOMO and LUMO = 9.5 eV

```
! RIJCOSX wB97M-V def2-TZVPD def2/J DEFGRID3
* xyz 0 1
C -0.055 -2.351 0.827
C -0.598 -1.031 0.317
C -1.354 1.277 1.191
O -0.171 1.572 0.696
C 0.175 1.005 -0.587
C 1.397 1.694 -1.130
O 0.451 -0.330 -0.329
H 0.345 -2.975 0.022
H -0.860 -2.897 1.325
H 0.746 -2.161 1.547
H -1.438 -1.169 -0.386
H -0.968 -0.453 1.216
H -2.051 1.120 0.310
H -0.715 1.110 -1.231
H 2.223 1.586 -0.423
H 1.682 1.246 -2.085
H 1.190 2.757 -1.281
*
```

These are the Mulliken partial charges, in e, on atoms 1 to 8: -1.3318 0.0881 -0.5245 -0.2122 0.4242 -1.3484 -0.3456 0.3304

(2)
The following is a quantum chemistry calculation of C5H10O2 in the gas phase, from the Open Molecules 2025 dataset.

Properties
HOMO = -9.68 eV
largest force on an atom = 0.42 eV/A
LUMO energy = 0.8742 eV
energy above the lowest of the compared OMol25 structures with the same formula, charge and spin = 1.586 eV
E = -346.96717 a.u.
gap between HOMO and LUMO = 10.6 eV
SMILES = OC[C@H]1CCOC1

```
! RIJCOSX wB97M-V def2-TZVPD def2/J DEFGRID3
* xyz 0 1
O 2.546 -0.496 0.970
C 1.658 -0.622 -0.124
C 0.206 -0.322 0.244
C -0.277 1.123 0.079
C -1.787 0.917 0.105
O -2.012 -0.286 -0.615
C -0.826 -1.070 -0.611
H 2.594 0.435 1.215
H 1.975 0.012 -0.968
H 1.754 -1.664 -0.451
H 0.078 -0.621 1.292
H 0.077 1.810 0.855
H 0.031 1.513 -0.901
H -2.358 1.717 -0.375
H -2.141 0.813 1.143
H -0.475 -1.192 -1.647
H -1.043 -2.067 -0.208
*
```

These are the Mulliken partial charges, in e, on atoms 1 to 8: -0.5391 -0.8345 0.4708 -0.6719 -0.4760 -0.3995 -0.6308 0.3126

(3)
The following is a quantum chemistry calculation of 2 unconnected molecules or ions with the total composition C5H10O2, from the Open Molecules 2025 dataset.

Properties
HOMO = -10.09 eV
largest force on an atom = 0.36 eV/A
LUMO energy = 0.8915 eV
energy above the lowest of the compared OMol25 structures with the same formula, charge and spin = 2.777 eV
E = -346.92336 a.u.
gap between HOMO and LUMO = 11.0 eV
SMILES = C=CC1COC1.O

```
! RIJCOSX wB97M-V def2-TZVPD def2/J DEFGRID3
* xyz 0 1
C 1.916 -0.031 -0.827
C 0.664 -0.291 -1.197
C -0.572 0.463 -0.794
C -1.670 -0.382 -0.113
O -1.553 0.360 1.111
C -0.594 1.260 0.525
H 2.742 -0.647 -1.172
H 2.171 0.793 -0.165
H 0.478 -1.129 -1.871
H -0.943 1.034 -1.651
H -1.434 -1.443 0.039
H -2.668 -0.294 -0.560
H -0.996 2.276 0.441
H 0.332 1.278 1.109
O 0.967 -1.216 1.981
H 0.172 -0.682 2.118
H 0.988 -1.347 1.025
*
```

These are the Mulliken partial charges, in e, on atoms 1 to 8: -0.6397 -0.6875 0.5468 -0.5290 -0.4549 -0.5902 0.2772 0.2195

(4)
The following is a quantum chemistry calculation of C5H10O2 in the gas phase, from the Open Molecules 2025 dataset.

Properties
HOMO = -9.59 eV
largest force on an atom = 0.67 eV/A
LUMO energy = 0.9382 eV
energy above the lowest of the compared OMol25 structures with the same formula, charge and spin = 1.696 eV
E = -346.96310 a.u.
gap between HOMO and LUMO = 10.5 eV
SMILES = CCO[C@@H](C)C=O

```
! RIJCOSX wB97M-V def2-TZVPD def2/J DEFGRID3
* xyz 0 1
C -2.039 1.086 1.290
C -0.602 0.624 1.138
O -0.460 0.009 -0.129
C 0.846 -0.450 -0.405
C 0.760 -1.805 -1.099
C 1.590 0.560 -1.279
O 2.727 0.381 -1.648
H -2.721 0.243 1.136
H -2.203 1.491 2.296
H -2.275 1.863 0.556
H 0.091 1.477 1.245
H -0.348 -0.110 1.918
H 1.430 -0.541 0.527
H 1.685 -2.000 -1.651
H 0.617 -2.606 -0.366
H -0.096 -1.788 -1.784
H 1.017 1.470 -1.566
*
```

These are the Mulliken partial charges, in e, on atoms 1 to 8: -1.2322 -0.1695 -0.3746 0.4387 -1.3364 -0.0967 -0.4817 0.3014

(5)
The following is a quantum chemistry calculation of a molecular structure, C5H10O2, from the Open Molecules 2025 dataset.

Properties
HOMO = -8.03 eV
largest force on an atom = 0.47 eV/A
LUMO energy = 1.0030 eV
energy above the lowest of the compared OMol25 structures with the same formula, charge and spin = 5.952 eV
E = -346.80669 a.u.
gap between HOMO and LUMO = 9.0 eV

```
! RIJCOSX wB97M-V def2-TZVPD def2/J DEFGRID3
* xyz 0 1
C 2.188 1.148 -0.277
O 0.895 0.935 0.237
C 0.098 -0.718 -0.465
C 0.342 -1.351 0.777
O -1.042 -1.372 1.166
C -1.362 -0.755 -0.095
C -2.177 0.509 0.006
H 2.724 0.192 -0.411
H 2.132 1.651 -1.248
H 2.799 1.777 0.385
H 0.584 -0.688 -1.433
H 0.847 -0.079 0.991
H 0.970 -2.203 1.016
H -1.855 -1.505 -0.733
H -2.414 0.887 -0.993
H -3.116 0.302 0.528
H -1.614 1.270 0.549
*
```

These are the Mulliken partial charges, in e, on atoms 1 to 8: -0.6827 -0.5611 -0.0790 -0.5431 -0.4319 0.2757 -1.2470 0.3024

(6)
The following is a quantum chemistry calculation of C5H10O2 in the gas phase at a distorted geometry, from the Open Molecules 2025 dataset.

Properties
HOMO = -7.28 eV
largest force on an atom = 1.99 eV/A
LUMO energy = 0.8130 eV
energy above the lowest of the compared OMol25 structures with the same formula, charge and spin = 7.213 eV
E = -346.76036 a.u.
gap between HOMO and LUMO = 8.1 eV

```
! RIJCOSX wB97M-V def2-TZVPD def2/J DEFGRID3
* xyz 0 1
C 2.426 -0.324 0.784
O 1.041 -0.168 0.606
C 0.627 -0.388 -0.769
C -0.827 -0.252 -1.033
C -1.932 -0.716 -0.219
C -1.606 0.805 -0.131
O -1.135 1.398 1.019
H 2.746 -1.349 0.536
H 2.651 -0.129 1.836
H 3.002 0.376 0.158
H 1.223 0.292 -1.402
H 0.922 -1.416 -1.052
H -1.671 1.478 -1.064
H -2.867 -1.023 -0.710
H -1.851 -1.142 0.793
H -2.560 1.394 -0.444
H -0.190 1.164 1.092
*
```

These are the Mulliken partial charges, in e, on atoms 1 to 8: -0.7481 -0.3659 -0.2905 -0.7294 -0.3365 0.3587 -0.5812 0.2644

(7)
The following is a quantum chemistry calculation of 2 unconnected molecules or ions with the total composition C5H10O2 at a distorted geometry, from the Open Molecules 2025 dataset.

Properties
HOMO (alpha / beta) = -14.07 / -15.06 eV
largest force on an atom = 4.53 eV/A
<S²> = 0.782
LUMO energy (alpha / beta) = -5.2927 / -7.5371 eV
energy above the lowest of the compared OMol25 structures with the same formula, charge and spin = 1.620 eV
E = -346.60055 a.u.
gap between HOMO and LUMO (alpha / beta) = 8.8 / 7.5 eV

```
! RIJCOSX wB97M-V def2-TZVPD def2/J DEFGRID3
* xyz 1 2
C 2.798 -0.369 -0.455
C 1.614 -0.071 0.427
C 0.576 0.426 -0.355
C -0.728 0.808 0.076
C -1.676 1.294 -0.791
O -3.010 1.638 -0.546
H 3.609 0.282 -0.109
H 3.135 -1.456 -0.489
H 2.623 -0.161 -1.457
H 1.436 -0.491 1.422
H 0.600 0.308 -1.463
H -0.811 1.204 1.063
H -1.193 1.752 -1.615
H -3.291 1.014 0.140
H -0.115 -2.400 2.119
H -0.026 -2.611 0.502
O 0.327 -2.884 1.355
*
```

These are the Mulliken partial charges, in e, on atoms 1 to 8: -1.0822 0.1624 -0.1760 -0.2943 -0.0481 -0.3759 0.3236 0.3195

(8)
The following is a quantum chemistry calculation of 2 unconnected molecules or ions with the total composition C5H10O2 at a distorted geometry, from the Open Molecules 2025 dataset.

Properties
HOMO (alpha / beta) = -14.50 / -15.14 eV
largest force on an atom = 1.72 eV/A
<S²> = 0.767
LUMO energy (alpha / beta) = -4.9911 / -7.6073 eV
energy above the lowest of the compared OMol25 structures with the same formula, charge and spin = 0.584 eV
E = -346.63862 a.u.
gap between HOMO and LUMO (alpha / beta) = 9.5 / 7.5 eV

```
! RIJCOSX wB97M-V def2-TZVPD def2/J DEFGRID3
* xyz 1 2
C 0.712 1.882 -1.565
C 0.976 0.491 -1.240
C 0.074 -0.314 -0.527
O -1.146 0.116 -0.408
C 0.444 -1.635 -0.092
C -0.329 -2.362 0.729
H -0.018 2.377 -0.932
H 1.593 2.533 -1.653
H 0.443 1.906 -2.631
H 1.861 0.021 -1.659
H -1.788 -0.399 0.096
H 1.334 -2.117 -0.461
H -1.274 -2.180 1.230
H 0.057 -3.308 1.100
H -0.662 2.018 2.246
H -0.251 0.757 1.602
O -0.475 1.098 2.474
*
```

These are the Mulliken partial charges, in e, on atoms 1 to 8: -1.2141 -0.0885 0.7884 -0.3511 0.0316 -0.8512 0.3331 0.4037

(9)
The following is a quantum chemistry calculation of C5H10O2S in the gas phase at a distorted geometry, from the Open Molecules 2025 dataset.

Properties
HOMO = -8.54 eV
largest force on an atom = 2.54 eV/A
LUMO energy = 0.7440 eV
energy above the lowest of the compared OMol25 structures with the same formula, charge and spin = 0.549 eV
E = -745.17127 a.u.
gap between HOMO and LUMO = 9.3 eV
SMILES = CSCCCC(=O)O

```
! RIJCOSX wB97M-V def2-TZVPD def2/J DEFGRID3
* xyz 0 1
C 0.350 3.083 -1.171
S -0.365 1.984 0.138
C 0.976 0.778 0.559
C 0.380 -0.647 0.878
C -0.757 -1.049 -0.067
C -1.239 -2.463 0.056
O -2.151 -2.946 -0.559
O -0.314 -3.242 0.684
H 1.034 3.643 -0.545
H 0.994 2.446 -1.789
H -0.412 3.641 -1.698
H 1.420 1.220 1.444
H 1.618 0.696 -0.328
H 1.174 -1.354 1.090
H -0.078 -0.488 1.865
H -0.542 -0.875 -1.119
H -1.529 -0.282 0.079
H -0.558 -4.143 0.483
*
```

These are the Mulliken partial charges, in e, on atoms 1 to 8: -0.7850 -0.1370 -0.7270 -0.6276 -0.3460 0.3210 -0.5550 -0.4350

(10)
The following is a quantum chemistry calculation of 2 unconnected molecules or ions with the total composition C5H10O2S at a distorted geometry, from the Open Molecules 2025 dataset.

Properties
HOMO (alpha / beta) = -5.03 / -9.32 eV
largest force on an atom = 8.61 eV/A
<S²> = 2.010
LUMO energy (alpha / beta) = 0.6973 / -2.2544 eV
energy above the lowest of the compared OMol25 structures with the same formula, charge and spin = 2.419 eV
E = -744.86814 a.u.
gap between HOMO and LUMO (alpha / beta) = 5.7 / 7.1 eV

```
! RIJCOSX wB97M-V def2-TZVPD def2/J DEFGRID3
* xyz 0 3
C -1.063 -0.205 -0.487
C -0.735 -1.370 -0.108
C -2.366 0.557 -0.163
C -0.292 -2.565 0.169
C 1.753 1.028 0.770
O 3.844 -0.512 0.081
O 2.084 0.233 -1.634
S 2.438 -0.416 -0.126
H -0.546 0.429 -1.105
H -3.020 -0.009 0.427
H -2.089 1.318 0.548
H -2.761 0.863 -1.037
H -0.519 -3.367 -0.363
H 2.714 -0.149 -2.342
H 0.326 -2.905 0.988
H 0.904 1.400 0.311
H 1.477 0.761 1.849
H 2.453 1.957 0.858
*
```

These are the Mulliken partial charges, in e, on atoms 1 to 8: -0.0826 0.3658 -1.3933 -1.3444 -0.7839 -0.5369 -0.4851 0.5482

Please write out number 6 again, unchanged.
The following is a quantum chemistry calculation of C5H10O2 in the gas phase at a distorted geometry, from the Open Molecules 2025 dataset.

Properties
HOMO = -7.28 eV
largest force on an atom = 1.99 eV/A
LUMO energy = 0.8130 eV
energy above the lowest of the compared OMol25 structures with the same formula, charge and spin = 7.213 eV
E = -346.76036 a.u.
gap between HOMO and LUMO = 8.1 eV

```
! RIJCOSX wB97M-V def2-TZVPD def2/J DEFGRID3
* xyz 0 1
C 2.426 -0.324 0.784
O 1.041 -0.168 0.606
C 0.627 -0.388 -0.769
C -0.827 -0.252 -1.033
C -1.932 -0.716 -0.219
C -1.606 0.805 -0.131
O -1.135 1.398 1.019
H 2.746 -1.349 0.536
H 2.651 -0.129 1.836
H 3.002 0.376 0.158
H 1.223 0.292 -1.402
H 0.922 -1.416 -1.052
H -1.671 1.478 -1.064
H -2.867 -1.023 -0.710
H -1.851 -1.142 0.793
H -2.560 1.394 -0.444
H -0.190 1.164 1.092
*
```

These are the Mulliken partial charges, in e, on atoms 1 to 8: -0.7481 -0.3659 -0.2905 -0.7294 -0.3365 0.3587 -0.5812 0.2644